DFT (the ωB97M-V functional and the def2-TZVPD basis) results for 2 unconnected molecules or ions with the total composition C13H15F3NO4S2 in a non-equilibrium geometry.

Structure (ORCA input):
```
! RIJCOSX wB97M-V def2-TZVPD def2/J DEFGRID3
* xyz -1 1
C 3.94829 -0.57362 0.47742
C 2.53863 -0.82541 0.00856
C 1.45870 -0.17388 0.74680
C 1.54314 -0.12112 2.21709
C 1.36905 1.23851 2.87384
O 1.70065 -1.14635 2.89690
O 2.27746 -1.61245 -0.91269
H 4.20454 0.49137 0.46586
H 4.09630 -0.96688 1.48996
H 4.64216 -1.12483 -0.15820
H 0.44781 -0.41860 0.39103
H 2.19212 1.92048 2.59201
H 0.41083 1.68385 2.55776
H 1.35308 1.08423 3.96076
C 0.28565 -0.96862 -2.95281
N -0.41355 -0.28334 -1.87102
S 0.27708 1.15135 -1.18553
C 0.71210 2.23902 -2.60201
F 0.18630 3.46555 -2.35787
F 2.06060 2.37344 -2.63876
F 0.25081 1.83311 -3.80468
S -2.14962 -0.38722 -2.01587
C -2.59032 -0.36558 -0.28654
C -3.07873 -1.52049 0.34298
C -3.13914 -1.56597 1.73976
C -2.65666 -0.48061 2.48058
C -2.26845 0.69975 1.85761
C -2.32292 0.78217 0.46455
O -2.69069 0.77476 -2.68068
O -2.34241 -1.70623 -2.56728
H 1.32006 -0.61677 -2.96155
H 0.26766 -2.03693 -2.68489
H -0.23833 -0.77091 -3.90315
H -3.39704 -2.38085 -0.23713
H -3.54579 -2.45058 2.25551
H -2.56166 -0.56092 3.56271
H -1.96354 1.56813 2.44961
H -2.18417 1.75242 -0.01065
*
```

Summary:
energy above the lowest of the compared OMol25 structures with the same formula, charge and spin	0.0	kcal/mol
LUMO	2.828	eV
frontier orbital gap	5.52	eV

Here are the natural (NBO) charges for atoms 1 to 8, given in e:
1 C -0.708
2 C 0.506
3 C -0.751
4 C 0.589
5 C -0.710
6 O -0.612
7 O -0.728
8 H 0.205